# 1
Below is C10H16Cl3NO3Ti as an isolated structure, with properties calculated with the ωB97M-V functional and the def2-TZVPD basis.

Each line ends with the Löwdin charge.
Atoms and positions in Å:
C  -0.89676  0.93263  -0.66854  -0.3242
C  -1.03696  -0.47627  -0.91724  -0.3129
C  0.25214  -1.05617  -0.92774  -0.3034
C  -2.28926  -1.19307  -1.25254  -0.0727
C  1.20094  -0.04107  -0.66844  -0.2865
C  0.49884  1.20193  -0.51324  -0.3099
C  1.12334  2.54053  -0.36174  -0.0421
C  -1.98816  1.93863  -0.69464  -0.0538
C  0.56104  -2.47617  -1.21134  -0.0738
C  2.67074  -0.22587  -0.70284  -0.0409
Ti  -0.20426  0.00033  1.29846  0.5832
Cl  -3.77946  -3.75767  1.72346  -0.8824
Cl  -2.49876  -0.44077  1.80086  0.0759
Cl  0.16594  -2.23727  1.98016  0.0769
H  -3.16786  -0.62477  -0.97354  0.0554
H  -2.34676  -2.15447  -0.75054  0.0563
H  -2.32286  -1.37107  -2.32944  0.0812
H  -0.20766  -3.13807  -0.82644  0.0711
H  1.50634  -2.77627  -0.77094  0.0623
H  0.62814  -2.62807  -2.29074  0.0806
H  2.97264  -1.13397  -0.18944  0.0791
H  3.19314  0.60203  -0.23924  0.0676
H  2.99884  -0.30037  -1.74164  0.0819
H  2.03264  2.49063  0.22956  0.0730
H  0.44874  3.23913  0.12326  0.0692
H  1.37714  2.94723  -1.34204  0.0782
H  -2.90416  1.53773  -0.27344  0.0556
H  -2.18716  2.24863  -1.72204  0.0782
H  -1.72746  2.82093  -0.11904  0.0691
O  -0.60746  1.57223  2.33386  -0.4070
H  0.20244  1.96913  2.69076  -0.0122
O  2.91024  -0.02667  3.83236  -0.0612
N  1.81064  -0.10457  3.37756  -0.2444
O  1.61124  0.12083  2.09656  -0.3673

Cartesian forces (eV/Å) of the 2 atoms listed first:
C 0.77 -0.64 -0.46
C 0.34 0.82 -0.06

* relative energy (zero: lowest compared OMol25 entry of this formula, charge and spin): 0.0 kJ/mol
* HOMO: -0.798 eV
* total charge: -2
* gap between HOMO and LUMO: 0.202 Eh

# 2
Below is C10H16Cl8CuF6O6S2 as an isolated structure, with properties calculated with the ωB97M-V functional and the def2-TZVPD basis.

Each line ends with the Löwdin spin population.
Atoms and positions in Å:
Cu  -0.39204  0.18352  0.35283  0.7802
C  4.05335  1.32078  0.27490  0.0016
F  5.32553  0.91215  0.15262  0.0008
F  3.77984  1.57657  1.55262  0.0001
F  3.93733  2.46904  -0.42888  0.0001
S  2.97246  -0.00217  -0.44349  0.0036
O  1.58776  0.42056  -0.06518  0.0375
O  3.17113  0.03862  -1.87154  0.0031
O  3.40749  -1.18740  0.25730  0.0017
C  -4.38219  -0.76167  1.39683  -0.0005
F  -4.61182  -1.89765  2.01093  0.0002
F  -4.42132  -0.93188  0.07216  -0.0001
F  -5.27036  0.16063  1.73048  0.0004
S  -2.64420  -0.16816  1.80999  0.0037
O  -1.74242  -1.19490  1.27584  0.0469
O  -2.26571  1.06478  1.04901  0.0902
O  -2.58290  -0.01444  3.23619  0.0162
Cl  -2.25207  -4.13254  -0.26605  0.0001
C  -0.65833  -4.81351  -0.64920  0.0000
C  0.52018  -3.95294  -0.21994  -0.0002
Cl  0.36438  -2.32078  -0.99413  -0.0017
H  -0.65559  -5.05868  -1.70766  0.0000
H  -0.58162  -5.76764  -0.12520  0.0000
H  1.47838  -4.27232  -0.61752  0.0000
H  0.57394  -3.88360  0.86209  0.0000
Cl  -0.46592  2.57472  -0.92842  0.0107
C  0.48583  3.88413  -1.68262  0.0023
C  0.59515  5.09613  -0.78062  0.0002
Cl  1.44093  4.65566  0.74234  0.0002
H  0.00228  4.13809  -2.62291  0.0004
H  1.44843  3.41639  -1.87761  0.0002
H  -0.36897  5.44370  -0.41501  0.0000
H  1.11855  5.95086  -1.19807  0.0001
Cl  0.39961  1.45195  2.70157  0.0031
C  0.65598  0.45608  4.15013  0.0004
C  1.55680  -0.73053  3.93869  0.0000
Cl  1.02809  -1.74393  2.53209  -0.0009
H  -0.31149  0.14889  4.54431  0.0000
H  1.07894  1.09977  4.92217  0.0002
H  1.54088  -1.41221  4.78372  0.0000
H  2.58100  -0.48366  3.67318  0.0000
Cl  0.41243  0.76495  -4.09549  0.0000
C  -0.84787  -0.45752  -4.33384  0.0000
C  -2.15631  -0.08158  -3.64933  -0.0002
Cl  -2.03645  -0.37214  -1.89123  -0.0005
H  -0.41240  -1.40906  -4.05089  0.0000
H  -1.09561  -0.46906  -5.39745  0.0000
H  -3.00932  -0.68754  -3.93718  0.0000
H  -2.35173  0.97953  -3.77254  0.0000

Cartesian forces (eV/Å) of the 2 atoms listed first:
Cu 0.19 0.37 0.41
C 0.13 0.38 -0.84

* relative energy (zero: lowest compared OMol25 entry of this formula, charge and spin): 0.0 kJ/mol
* HOMO (alpha / beta): -9.955 / -9.912 eV
* total charge: 0
* multiplicity: 2
* gap between HOMO and LUMO (alpha / beta): 0.379 / 0.232 Eh

# 3
Below is a 2-piece molecular cluster, C10H16F9O6PS overall, with properties calculated with the ωB97M-V functional and the def2-TZVPD basis.

Each line ends with the Löwdin charge.
Atoms and positions in Å:
C  3.08315  3.23906  0.68267  -0.2806
P  4.06050  1.98323  -0.21839  0.8740
O  3.25676  1.87501  -1.65588  -0.3262
C  3.49327  0.50986  0.73188  -0.3945
O  4.29656  -0.60763  0.42118  -0.2033
C  3.77446  -1.79942  0.98503  -0.1717
C  2.84053  -2.50417  0.01048  -0.1549
O  1.55977  -2.75300  0.57163  -0.1533
C  0.53111  -2.46867  -0.33114  -0.2561
S  -1.04781  -2.72937  0.49649  0.7782
O  -2.00514  -3.09607  -0.50689  -0.2709
O  -0.85391  -3.66485  1.55918  -0.2368
C  -1.69574  -1.13711  1.27858  -0.4269
F  -1.87798  -1.45380  2.57936  0.1268
F  -2.90541  -0.86564  0.73893  0.1258
C  -0.78695  0.11840  1.23054  -0.3343
F  -1.04212  0.83686  2.34565  0.1635
F  0.50546  -0.26226  1.29455  0.1230
C  -0.97533  1.12700  0.02422  -0.3058
F  0.25915  1.57883  -0.29934  0.1276
F  -1.70347  2.17890  0.43573  0.1760
C  -1.62877  0.60165  -1.28685  -0.5080
F  -1.32150  -0.67128  -1.52363  0.1731
F  -1.16875  1.34545  -2.30690  0.1855
F  -2.96283  0.74525  -1.23638  0.1642
H  2.01401  3.04156  0.68730  0.0231
H  3.40782  3.22032  1.71816  0.0368
H  3.26665  4.22448  0.28360  0.0325
H  2.31022  1.75728  -1.53765  0.0202
H  3.56858  0.75600  1.79031  0.0986
H  2.45149  0.29513  0.47522  0.0684
H  3.29260  -1.58936  1.93482  0.1289
H  4.63302  -2.42856  1.17434  0.1241
H  2.79607  -1.90456  -0.89603  0.1319
H  3.28195  -3.45462  -0.27243  0.1295
H  0.52236  -3.20280  -1.13098  0.1333
H  0.66022  -1.45984  -0.70684  0.0973
C  -6.62432  1.47190  -1.78380  -0.1567
O  -5.76213  1.60059  -0.65841  -0.1214
H  -7.57872  1.91779  -1.51780  0.0763
H  -6.22039  1.99852  -2.65307  0.0756
H  -6.78608  0.42116  -2.03913  0.0770
H  -4.91837  1.20875  -0.88830  0.0301

Cartesian forces (eV/Å) of the 2 atoms listed first:
C -0.17 -0.45 0.23
P 0.76 0.25 -0.19

* HOMO: -9.117 eV
* total charge: 0
* gap between HOMO and LUMO: 0.349 Eh

# 4
Below is one molecule with the formula C10H16N2, with properties calculated with the ωB97M-V functional and the def2-TZVPD basis.

Each line ends with the Löwdin charge.
Atoms and positions in Å:
C  0.90747  1.77019  1.21855  -0.0228
C  0.65753  1.10510  -0.15081  -0.4859
C  0.99005  2.17673  -1.13021  -0.0601
C  1.25110  -0.27913  -0.26906  -0.0460
C  0.13822  -1.30177  -0.05399  -0.4995
C  -0.00183  -2.31369  -1.22382  -0.0179
C  0.14897  -2.01324  1.23144  -0.0489
N  -1.07536  -0.47104  -0.10319  -0.0009
C  -2.40166  -0.64100  0.03858  -0.1727
N  -2.97738  0.53160  0.19941  0.0430
C  -2.03427  1.46680  0.06937  -0.1023
C  -0.79488  0.84248  -0.18769  -0.1860
H  1.76531  1.46712  1.95360  0.1185
H  -0.03266  1.74941  1.66198  0.0462
H  1.21087  2.84718  0.97429  0.0933
H  2.11747  2.30105  -1.19952  0.1145
H  0.60509  3.10136  -0.89272  0.0451
H  0.56093  1.91238  -2.17580  0.1243
H  1.59112  -0.44919  -1.27265  0.1162
H  2.13287  -0.42568  0.21717  0.0990
H  -0.50353  -3.15809  -0.80514  0.0585
H  1.00651  -2.59092  -1.61851  0.0924
H  -0.64191  -1.98326  -2.10622  0.1122
H  -0.76603  -2.59581  1.63563  0.1140
H  0.16222  -1.23504  2.06947  0.1093
H  1.12263  -2.61744  1.26315  0.1181
H  -2.86038  -1.64898  0.29776  0.1451
H  -2.27848  2.45287  0.35891  0.0931

Cartesian forces (eV/Å) of the 2 atoms listed first:
C 3.41 1.74 0.57
C -0.22 0.99 1.54

* relative energy (zero: lowest compared OMol25 entry of this formula, charge and spin): 84.0 kJ/mol
* HOMO: -8.123 eV
* total charge: 0
* gap between HOMO and LUMO: 0.323 Eh

# 5
Below is an isolated ion of composition C10H16N2 and charge +2, with properties calculated with the ωB97M-V functional and the def2-TZVPD basis.

Each line ends with the Löwdin charge.
Atoms and positions in Å:
C  0.06576  1.19439  0.33820  -0.1612
C  0.61463  -1.15432  0.63503  -0.1705
C  -0.92787  1.16767  -0.64734  -0.2267
C  0.11044  -1.99023  -0.16343  0.1323
C  2.34188  0.42886  0.45403  0.2215
C  -0.89501  -0.10332  -2.73940  0.1137
C  0.35033  2.36270  1.35763  0.0704
C  1.00989  -1.60160  2.00132  0.0473
C  -2.04222  2.09755  -0.64368  0.0191
C  -0.63289  -2.98334  -0.74627  0.0067
N  1.07461  0.27629  0.38939  -0.0204
N  -0.85066  0.13623  -1.52444  0.0777
H  3.09739  -0.38227  0.56879  0.1567
H  3.00518  1.25588  0.25851  0.1440
H  -0.96582  -1.12884  -2.92867  0.0700
H  -0.74949  0.60469  -3.55615  0.1325
H  1.29329  2.66489  1.37273  0.0346
H  0.10524  1.85720  2.34063  0.1331
H  -0.31433  3.10410  1.15285  0.0508
H  0.69235  -0.79073  2.57419  0.0945
H  1.97420  -2.00204  2.10456  0.1013
H  0.43756  -2.43263  2.42351  0.1287
H  -2.37808  2.21644  0.39247  0.1208
H  -2.61832  1.92635  -1.54831  0.1074
H  -1.69800  3.16032  -0.78762  0.1357
H  -0.19908  -3.35341  -1.77267  0.1842
H  -1.62803  -2.64777  -1.08263  0.1330
H  -0.27295  -3.88304  -0.22323  0.1628

Cartesian forces (eV/Å) of the 2 atoms listed first:
C -0.60 3.37 -0.24
C 1.78 0.72 0.50

* relative energy (zero: lowest compared OMol25 entry of this formula, charge and spin): 484.7 kJ/mol
* HOMO (alpha / beta): -16.216 / -16.217 eV
* total charge: +2
* gap between HOMO and LUMO (alpha / beta): 0.242 / 0.242 Eh

# 6
Below is one molecule with the formula C10H16N2O2, with properties calculated with the ωB97M-V functional and the def2-TZVPD basis.

Each line ends with the Löwdin charge.
Atoms and positions in Å:
C  2.53533  0.51104  1.40008  -0.0933
C  2.13895  0.68517  -0.11170  -0.4479
C  3.36568  0.73801  -0.96076  -0.1063
C  1.28080  -0.56979  -0.43184  -0.1099
C  -0.18350  -0.44621  -0.26534  -0.1833
C  -0.97438  -1.31116  0.32745  -0.0254
C  -2.45337  -1.35079  0.47516  -0.3199
C  -3.19358  -1.91562  -0.75512  -0.0497
C  -2.95822  0.00458  0.80525  -0.1131
N  -3.08720  1.13710  0.64987  0.1892
N  -0.83827  0.70922  -0.87679  -0.2383
O  -1.22747  0.61419  -2.07819  -0.0888
C  -1.19503  1.68359  -0.05947  -0.2183
O  -0.64274  1.73837  1.18764  0.0681
H  1.54422  0.27347  2.04660  0.1219
H  3.02275  1.40901  1.84510  0.0780
H  3.18923  -0.32924  1.52357  0.0526
H  1.71550  1.71815  -0.02608  0.1319
H  3.84608  -0.19596  -0.85000  0.0565
H  3.24176  0.93705  -2.09626  0.1105
H  3.88673  1.69580  -0.54215  0.1148
H  1.49721  -0.77662  -1.53891  0.1521
H  1.77291  -1.34592  0.08791  0.1030
H  -0.47791  -2.17138  0.85539  0.1451
H  -2.68767  -2.04704  1.40061  0.1721
H  -2.58618  -2.76043  -1.24836  0.1176
H  -3.55182  -1.14625  -1.36537  0.0543
H  -4.09566  -2.52522  -0.46677  0.0873
H  -1.81160  2.59911  -0.46971  0.1925
H  -1.07256  2.43778  1.53819  0.0471

Cartesian forces (eV/Å) of the 2 atoms listed first:
C -2.14 0.36 1.03
C -0.69 0.58 2.28

* relative energy (zero: lowest compared OMol25 entry of this formula, charge and spin): 604.8 kJ/mol
* HOMO (alpha / beta): -7.495 / -7.493 eV
* total charge: 0
* gap between HOMO and LUMO (alpha / beta): 0.299 / 0.299 Eh

# 7
Below is a 2-piece molecular cluster, C10H16N2O2 overall, with properties calculated with the ωB97M-V functional and the def2-TZVPD basis.

Each line ends with the Löwdin charge.
Atoms and positions in Å:
C  1.14811  -0.17319  2.72810  -0.1115
C  1.29332  0.05390  1.28803  -0.4157
C  0.15246  0.12531  0.60156  -0.0107
C  0.02386  -0.11469  3.35312  -0.2162
C  -1.04762  -2.66807  1.43737  -0.3743
C  2.72252  0.11553  0.92050  -0.0845
C  -3.07767  -2.41752  2.77179  -0.1002
C  0.79840  -0.80349  -1.71643  -0.0365
C  0.44258  1.56597  -1.54357  -0.0385
C  -1.36568  -0.03287  -1.26286  -0.0775
N  -2.08038  -3.03031  1.91026  0.0553
N  0.04638  0.25967  -0.97936  -0.3940
O  -1.01459  0.08444  3.86796  0.1393
O  -0.03185  -2.47416  0.93899  0.1347
H  2.00881  -0.70161  3.25932  0.1476
H  3.13354  -0.82958  1.01404  0.0506
H  3.32308  0.96702  1.51585  0.1332
H  2.79012  0.51958  -0.11785  0.0544
H  -2.88412  -2.95893  3.72604  0.0836
H  -2.92852  -1.32251  2.83492  0.0710
H  -4.13608  -2.73258  2.40774  0.0998
H  0.68516  -1.83508  -1.38378  0.0900
H  0.62877  -0.58688  -2.86239  0.1344
H  1.85604  -0.53777  -1.43109  0.0815
H  -0.29286  1.74905  -2.41805  0.1174
H  0.21462  2.34452  -0.87093  0.0756
H  1.49587  1.71455  -1.90493  0.1139
H  -1.61175  -0.02068  -2.38311  0.1236
H  -1.66592  -0.99093  -0.87799  0.0813
H  -1.88233  0.67440  -0.68238  0.0725

Cartesian forces (eV/Å) of the 2 atoms listed first:
C 2.52 -1.57 0.86
C -0.36 0.73 -0.72

* relative energy (zero: lowest compared OMol25 entry of this formula, charge and spin): 651.0 kJ/mol
* HOMO: -6.869 eV
* total charge: 0
* gap between HOMO and LUMO: 0.276 Eh

Which max |F| belongs to each record? In order, 2.57, 1.93, 2.17, 5.17, 6.80, 4.82, 4.62 eV/A.
Which DFT total energy belongs to each record? In order, -78949.07717, -205708.61411, -67492.87458, -13608.08167, -13585.48145, -17698.77241, -17698.29323 eV.